1.
Computed, not measured: 3 unconnected molecules or ions with the total composition C21H42Br3N7O3P, with ωB97M-V/def2-TZVPD.

Summary:
Gap between HOMO and LUMO in eV: 7.49
Charge: +1
Molar mass in g mol⁻¹: 711.30

Geometry (Å):
C1 -4.19576 0.34238 2.44554
C2 -3.23267 -0.86412 2.24083
O1 -2.71698 -1.33288 3.23722
N1 -2.87682 -1.43790 0.97463
C3 -2.87463 -2.92670 1.02372
C4 -3.80208 -1.04593 -0.12279
C5 -3.20809 0.15831 -0.97121
C6 -1.70698 -0.08063 -1.33499
C7 -1.49415 -1.31130 -2.32019
N2 -0.29432 -1.01447 -3.13345
N3 -0.53207 -1.02644 -4.47019
C8 0.66916 -0.71817 -4.98088
P1 0.64007 -0.70217 -6.85363
N4 0.14747 0.68343 -7.45065
N5 1.66527 -0.48223 -4.01486
C9 3.03683 -0.08785 -4.35777
Br1 3.08966 1.30749 -5.78632
C10 3.97818 0.43413 -3.21815
C11 5.34109 0.89959 -3.91590
Br2 3.29911 2.07516 -2.31975
C12 0.98057 -0.73261 -2.82406
C13 1.55513 -0.70261 -1.39371
C14 0.92510 -1.83486 -0.43094
C15 2.11008 -2.69063 0.18931
Br3 3.24336 -1.67226 1.42046
H1 -3.76127 0.97167 3.26298
H2 -4.39337 0.94373 1.52624
H3 -5.15402 -0.07254 2.84737
H4 -2.38848 -3.28992 0.07550
H5 -3.93784 -3.27972 1.01353
H6 -2.27315 -3.34679 1.85873
H7 -4.85732 -0.86370 0.19013
H8 -3.83173 -1.91511 -0.83830
H9 -3.86325 0.27949 -1.87327
H10 -3.31094 1.11711 -0.39334
H11 -1.15190 -0.20683 -0.37839
H12 -1.31018 0.85255 -1.82183
H13 -1.45577 -2.27553 -1.76861
H14 -2.37863 -1.35704 -3.00491
H15 -0.15656 -1.81442 -7.25137
H16 1.97627 -1.02973 -7.26257
H17 -0.67517 0.44549 -8.01688
H18 3.54342 -0.97627 -4.82070
H19 4.31257 -0.34342 -2.48609
H20 5.35862 1.99238 -4.12295
H21 6.13965 0.73313 -3.14179
H22 5.61290 0.26106 -4.78803
H23 1.25681 0.28187 -0.94186
H24 2.65199 -0.83995 -1.30915
H25 0.30557 -1.40032 0.38406
H26 0.36219 -2.57565 -1.05971
H27 2.75840 -2.95636 -0.69022
H28 1.74956 -3.65530 0.60780
C16 -6.11148 2.34504 5.48342
O2 -5.10833 2.59259 4.83959
N6 -6.23404 1.33627 6.37571
C17 -7.46264 1.10022 7.10877
C18 -5.09654 0.46190 6.60623
H29 -7.02920 2.94772 5.38347
H30 -7.26315 1.17782 8.17976
H31 -7.83072 0.09732 6.88079
H32 -8.22394 1.82971 6.83475
H33 -4.25133 1.05531 6.95959
H34 -4.81430 -0.02003 5.66802
H35 -5.34586 -0.29660 7.34609
C19 6.85904 2.33117 -0.20966
O3 6.83468 1.48930 -1.09259
N7 6.68249 2.08453 1.10256
C20 6.72151 3.13385 2.10341
C21 6.44161 0.71826 1.51639
H36 7.02972 3.39712 -0.43051
H37 7.51793 2.91881 2.81877
H38 5.76358 3.16714 2.62693
H39 6.90920 4.10272 1.64229
H40 7.28393 0.09286 1.21485
H41 5.54092 0.35835 1.01683
H42 6.31200 0.66200 2.59586

***

2.
Computed, not measured: a molecular structure, C21H42I2NO11PS5, with ωB97M-V/def2-TZVPD.

Summary:
Gap between HOMO and LUMO in eV: 8.34
Molar mass in g mol⁻¹: 929.68

Geometry (Å):
C1 -3.68263 -3.77411 1.83508
C2 -2.06761 -3.69996 1.39856
I1 -0.92161 -4.48224 3.02224
C3 -1.81716 -2.21564 0.81586
C4 -0.30365 -1.59605 0.84278
C5 0.89296 -2.63829 0.43256
N1 0.52668 -3.83755 -0.39510
C6 -0.18769 -0.34487 -0.25461
S1 -0.29481 -1.05980 -2.02457
I2 -2.05299 0.91785 -0.24841
C7 0.97406 0.76633 -0.02453
S2 0.30239 2.16492 -1.17612
C8 2.45028 0.54193 -0.64271
C9 2.71625 0.52150 -2.23546
C10 3.55254 -0.88156 -2.60411
C11 5.11139 -0.60478 -2.16649
S3 5.67995 -1.52465 -0.63468
O1 6.97297 -2.32523 -0.92715
O2 4.63713 -2.50313 -0.03692
O3 6.10294 -0.32060 0.54751
C12 1.13019 1.25158 1.52464
S4 2.78333 0.78990 2.37450
P1 1.14133 3.17963 1.83524
C13 2.49425 4.02550 0.71246
O4 -0.45906 3.86335 1.46109
O5 0.10896 0.79764 2.46777
S5 -0.09060 -0.85841 2.59237
O6 0.98407 -1.62965 3.44557
O7 -1.37861 -1.05003 3.49133
H1 -4.34012 -2.98161 1.27916
H2 -4.10583 -4.87545 1.78822
H3 -3.68383 -3.48570 2.99326
H4 -1.99180 -4.45639 0.47696
H5 -2.64913 -1.53846 1.34134
H6 -2.21181 -2.26436 -0.31322
H7 1.73466 -2.08665 -0.21080
H8 1.49727 -3.07606 1.36574
H9 0.33710 -4.70087 0.19805
H10 -0.33125 -3.72813 -0.96840
H11 -1.01651 -0.13361 -2.84515
H12 1.36970 2.88865 -1.71672
H13 3.06407 -0.38104 -0.19857
H14 3.09086 1.49828 -0.30683
H15 1.82344 0.55873 -2.96676
H16 3.46042 1.38483 -2.59652
H17 3.07639 -1.77413 -2.00887
H18 3.52556 -1.11369 -3.77202
H19 5.37241 0.53615 -1.98845
H20 5.82535 -0.94476 -3.06098
H21 6.81079 0.29489 0.16915
H22 2.80544 1.50696 3.61224
H23 2.77400 5.01869 1.31491
H24 2.07048 4.39144 -0.31318
H25 3.48587 3.40820 0.65377
H26 -0.33274 4.40227 0.60747
O8 -4.53442 6.15647 5.73078
C14 -3.48457 5.53878 5.57762
O9 -3.34529 4.66686 4.55456
C15 -2.10657 4.04102 4.17621
C16 -1.85966 2.79111 4.99825
C17 -2.37001 5.66828 6.57579
H27 -1.27502 4.75044 4.22588
H28 -2.21019 3.76125 3.12208
H29 -1.76436 3.02145 6.06251
H30 -0.94578 2.28804 4.66977
H31 -2.70021 2.09670 4.89918
H32 -2.55964 4.99530 7.41610
H33 -2.34776 6.70086 6.93734
H34 -1.38344 5.47109 6.16073
O10 -2.06037 0.14422 -4.81807
C18 -2.38023 -0.93092 -5.31702
O11 -2.01493 -2.09344 -4.73273
C19 -2.49365 -3.39191 -5.12522
C20 -1.66709 -3.94985 -6.26737
C21 -3.10103 -0.97717 -6.63371
H35 -3.56383 -3.36580 -5.35160
H36 -2.37964 -4.04151 -4.25046
H37 -1.73911 -3.32325 -7.16009
H38 -1.99848 -4.95964 -6.52558
H39 -0.60844 -3.98546 -5.99076
H40 -2.37296 -0.89886 -7.44536
H41 -3.78874 -0.12736 -6.68156
H42 -3.71060 -1.86847 -6.76977

***

3.
Computed, not measured: 12 unconnected molecules or ions with the total composition C21H42N12O18, with ωB97M-V/def2-TZVPD.

Summary:
SMILES: C[N+](=O)[O-].C[N+](=O)[O-].C[N+](=O)[O-].C[N+](=O)[O-].C[N+](=O)[O-].C[N+](=O)[O-].C[N+](=O)[O-].C[N+](=O)[O-].C[N+](=O)[O-].c1cc[nH]c1.c1cc[nH]c1.c1cc[nH]c1
Gap between HOMO and LUMO in eV: 6.88
Molar mass in g mol⁻¹: 750.63

Geometry (Å):
N1 -11.37146 30.56333 49.68181
C1 -10.57628 29.58176 49.00133
C2 -10.77530 28.30720 49.49180
C3 -11.93212 28.51347 50.57645
C4 -12.27560 30.00998 50.57067
H1 -11.22943 31.59026 49.38392
H2 -9.93494 29.94917 48.28082
H3 -10.23820 27.38767 49.29594
H4 -12.42651 27.70778 51.07274
H5 -13.08873 30.93918 51.07705
N2 -9.42068 30.36624 39.57149
C5 -8.63682 30.77109 38.44519
C6 -7.10714 30.69078 38.96614
C7 -7.24032 30.21546 40.30502
C8 -8.73085 30.07421 40.77564
H6 -10.40268 30.33565 39.54486
H7 -9.09738 31.05669 37.38808
H8 -6.34491 30.70607 38.15523
H9 -6.48132 29.94459 40.93034
H10 -9.26355 29.63264 41.73521
N3 -13.55921 30.09341 43.98902
C9 -13.63158 29.43173 45.26725
C10 -12.41653 29.69507 45.89838
C11 -11.49674 30.42235 44.83065
C12 -12.44737 30.73934 43.69843
H11 -14.52251 30.08695 43.42381
H12 -14.42582 28.79599 45.57898
H13 -12.01385 29.43837 46.97972
H14 -10.39204 30.78847 45.04198
H15 -12.40138 31.14383 42.84506
C13 -11.41433 27.03646 43.24641
N4 -11.90184 27.32215 41.94051
O1 -12.51610 26.48510 41.40831
O2 -11.54421 28.22797 41.22374
H16 -10.35012 27.62166 43.45122
H17 -11.27675 25.86852 43.37540
H18 -12.04950 27.65064 44.02066
C14 -7.74744 23.64265 44.97518
N5 -6.57997 24.39417 45.66387
O3 -6.24397 24.04758 46.76818
O4 -6.06110 25.41928 45.08640
H19 -8.25701 24.44965 44.59063
H20 -8.36930 23.26536 45.70714
H21 -7.15276 23.03138 44.09549
C15 -7.54376 33.52411 42.06325
N6 -8.07365 32.61120 43.21022
O5 -9.31179 32.54031 43.31639
O6 -7.17067 31.98473 43.70212
H22 -7.95442 34.65004 42.19130
H23 -7.88478 33.27485 41.13152
H24 -6.32328 33.58511 42.00377
C16 -6.65878 25.41299 41.70624
N7 -7.85914 26.16222 42.00015
O7 -8.92432 25.42996 42.16995
O8 -7.95973 27.28672 42.09196
H25 -6.79616 24.37129 41.99219
H26 -5.75870 25.87486 42.44134
H27 -6.30957 25.60269 40.60489
C17 -7.55695 28.88447 44.87089
N8 -8.32317 27.78806 45.66846
O9 -8.66389 26.82391 45.10685
O10 -8.34419 27.86279 46.83515
H28 -6.59092 28.51246 45.06579
H29 -7.75463 29.77223 45.35641
H30 -7.85038 28.81578 43.86443
C18 -4.14132 27.36239 46.32284
N9 -3.74360 26.01723 46.88409
O11 -2.97242 25.32735 46.21321
O12 -3.87614 25.77053 48.07249
H31 -4.04354 27.08180 45.31509
H32 -3.45305 28.10728 46.53127
H33 -5.24534 27.64771 46.73346
C19 -5.79147 32.19210 46.50315
N10 -6.41340 33.49648 46.27554
O13 -7.60880 33.64896 46.27215
O14 -5.66929 34.41000 46.12720
H34 -5.17543 32.34724 47.38216
H35 -5.28064 31.79325 45.48363
H36 -6.59035 31.57840 46.61910
C20 -3.81233 30.55299 42.10607
N11 -3.52640 29.57161 43.15190
O15 -2.36002 29.13249 43.23055
O16 -4.47020 29.02412 43.74031
H37 -4.15208 29.99864 41.20236
H38 -2.91038 31.09614 41.88235
H39 -4.47642 31.24176 42.36288
C21 -7.19855 25.92282 49.16003
N12 -7.56279 26.01156 50.54249
O17 -7.80642 24.97794 51.18275
O18 -7.28985 27.06741 51.20816
H40 -6.31686 25.18087 49.12728
H41 -6.85085 26.72584 48.87938
H42 -8.03076 25.52118 48.61347